Record 1
{"formula": "C50H47BrN8O3P2S3Sc", "method": "ωB97M-V/def2-TZVPD", "symbols": ["H", "Sc", "H", "N", "C", "C", "H", "C", "C", "C", "C", "N", "H", "C", "C", "S", "Br", "H", "C", "H", "C", "C", "H", "H", "H", "H", "H", "C", "H", "H", "H", "C", "H", "C", "C", "H", "C", "C", "H", "H", "H", "C", "C", "H", "C", "H", "O", "S", "S", "H", "C", "C", "H", "C", "C", "C", "C", "N", "C", "C", "H", "C", "H", "H", "H", "C", "H", "C", "N", "H", "H", "C", "H", "C", "N", "H", "C", "H", "N", "C", "H", "H", "C", "C", "C", "O", "C", "H", "C", "H", "N", "C", "H", "C", "N", "H", "H", "P", "C", "O", "H", "H", "C", "H", "H", "C", "H", "C", "H", "P", "C", "H", "C", "C", "C"], "coordinates": [[5.8882, 0.2826, -3.0376], [0.2820, -1.0630, -0.4785], [-2.5248, 1.6469, 3.5800], [-3.6554, -3.4993, -0.9764], [-4.7208, -2.7033, -0.4039], [-1.1150, 4.0683, -0.9259], [5.7999, -1.5733, 4.3168], [4.5745, -1.1827, 2.6189], [1.4909, -5.4768, -0.4434], [-2.3320, -3.1321, -0.7424], [2.1062, 0.1754, -2.7735], [-0.4314, -2.6649, -2.1265], [-6.1941, -3.1398, -1.8506], [-0.3862, 1.1840, 5.4622], [-1.8472, 3.6592, 3.0281], [-2.0054, 0.3911, -0.7354], [2.7549, 6.3908, -0.0701], [-0.0005, 2.1323, 5.8069], [-2.1648, 5.2054, -1.1629], [-0.8927, 3.4676, 3.4330], [1.5813, -4.0979, -0.5412], [4.8275, 0.2414, -2.9588], [-2.8251, 5.3721, -0.2801], [4.2634, 3.9861, -0.2100], [4.9138, -1.2329, -1.4003], [-2.8242, 4.9922, -1.9587], [-2.5016, -1.2805, 6.4163], [-1.6469, -4.6920, -2.6002], [-0.2153, 1.9304, -5.2537], [-2.4122, 4.2466, 3.7907], [-0.4433, -5.6928, 2.2581], [-0.3409, -0.6592, 3.8793], [-5.2078, -0.7431, 2.3629], [4.1441, 4.2650, -1.2606], [0.2671, -2.9078, -3.2554], [-1.1470, -5.7111, -4.4974], [3.4438, 5.4578, -1.5572], [3.2646, -1.0610, 2.1916], [-7.4613, -0.6299, 1.3000], [-1.9134, 1.0524, 6.9670], [-1.7539, 6.1986, -1.2936], [2.4672, -1.6045, 4.3952], [4.2486, -0.5942, -2.0151], [-1.8754, 4.3350, 2.1880], [1.7910, 1.6428, -4.6667], [0.4921, -7.1127, 0.4662], [-1.6968, 3.1566, 0.0691], [-2.8647, -2.0486, 1.5389], [0.9124, 1.5214, 0.3898], [1.0062, -2.1657, -3.5225], [0.6650, -6.0342, 0.4828], [3.7196, 5.0979, -3.8595], [2.2387, -3.6251, -1.2639], [-5.9741, -2.7200, -0.8990], [0.3723, -3.8565, 1.3970], [2.7113, 0.9708, -3.7691], [2.2120, -1.2738, 3.0265], [0.9547, -3.2661, 0.3522], [-1.4283, -3.5396, -1.8761], [2.8781, -0.6167, -1.8700], [0.9457, 1.1162, 3.8205], [-0.9602, -4.8948, -3.7936], [-4.4709, 2.8207, 2.7586], [-7.9299, -1.8005, -0.8153], [1.6691, -1.8597, 5.0957], [0.1566, -5.2275, 1.4675], [0.5385, -4.0152, -5.0627], [4.8165, -1.4655, 3.9464], [-1.8891, -2.4970, 0.2355], [-0.2628, 4.5274, -0.4666], [-3.8350, 3.1401, 1.2337], [3.1332, 5.8443, -2.8591], [-1.0973, 0.6537, -3.2863], [4.6358, 3.4678, -2.2622], [4.7886, 1.8726, -4.7554], [-1.6980, 2.9905, -2.6891], [-5.4160, -1.2457, 1.4184], [-1.8476, -2.1249, 4.1574], [4.7831, 3.1017, -4.7029], [-1.3660, -1.2442, 4.6015], [2.2317, 2.3159, -5.3987], [-0.5474, 4.2756, -2.9387], [0.0093, -4.0075, -4.0974], [-6.6790, -1.1770, 0.8026], [-0.0589, 0.6890, -3.5103], [-1.5325, 1.5422, 1.9172], [4.1123, 1.0745, -3.8126], [4.0271, -2.0189, 5.8048], [-0.8302, 3.4925, -2.2605], [2.4718, 6.6485, -3.0033], [0.0048, -2.9783, 2.4915], [-1.4553, 0.6069, 6.1333], [3.6060, 5.3693, -4.9227], [-4.4486, -1.9929, 0.7596], [0.7348, 0.0877, -2.6614], [5.3125, -1.1167, 1.8284], [-2.4583, -5.3806, -2.3615], [-1.1264, 1.7225, 0.4019], [3.7623, -1.7262, 4.8020], [2.1961, -1.3694, -0.9997], [3.0282, -0.7967, 1.1850], [5.1273, 2.4939, -2.0160], [4.3096, 3.8421, -3.6002], [0.0178, -3.4166, 3.4002], [-3.8375, -3.8713, -1.8876], [0.1673, 0.5683, 4.3140], [0.0101, 2.7628, -2.1582], [-6.9305, -1.8441, -0.3539], [2.0283, -6.1233, -1.1338], [0.4955, -1.3014, 2.3985], [-3.8204, 2.4430, 2.0321], [-4.2054, 1.4755, 1.7231], [0.4549, 1.4119, -4.5612], [-1.8640, -0.6417, 5.7712], [-2.4768, 2.3103, 2.6890]], "forces_ev_per_angstrom": [[0.7567, -0.0670, -0.0159], [0.1458, 0.1871, -0.1884], [-0.2937, 0.7155, -0.2713], [-0.1622, 0.8452, 1.0908], [1.8148, -1.0005, 0.6835], [-2.1243, 1.9444, 0.1442], [0.9692, -0.0555, 0.2270], [-0.0148, 0.0215, -0.3574], [0.8623, 0.6217, -1.7248], [-1.2877, -1.4264, -2.0147], [-0.3760, -0.0826, -0.4362], [-0.0109, -0.6274, -1.2792], [-0.1072, -0.7633, -0.5190], [0.1294, -0.1395, -1.2358], [-1.8320, 0.3810, 0.7528], [-0.0840, -0.6780, -0.4853], [-0.1641, 0.2384, -0.0061], [0.0623, 0.1131, -0.1178], [-0.1464, 0.0200, 2.4625], [1.3525, 0.1468, 0.1857], [-0.1224, 0.0503, 1.1039], [-0.2659, 0.8362, -1.1442], [0.4877, -0.4621, -0.3086], [0.1033, 0.1428, -0.4060], [-0.6843, 0.4644, -0.3214], [-0.6091, -0.3807, -1.0753], [-0.0169, 0.8960, -0.5979], [-0.9444, -0.3936, -0.6480], [0.1304, -0.2824, 0.2677], [0.1165, -0.8520, -0.2075], [0.2672, 0.5323, -0.1542], [0.2564, 0.9269, -0.2508], [0.0015, -0.0815, -0.3027], [-0.0749, 1.0016, 0.5710], [-0.5391, -0.2456, 0.3637], [-0.2049, 0.1318, 0.5697], [-0.2162, -1.1892, 0.1316], [-0.1073, 0.1664, -0.4477], [-0.1616, 0.2486, -0.0528], [-0.2535, 0.7004, 1.0425], [0.6303, -0.0219, -0.3939], [-0.7190, -0.3521, -1.0405], [0.1577, -0.6968, 0.7755], [0.5347, -0.0795, -0.4922], [1.4116, -0.5762, 0.6374], [-0.0077, 0.3557, 0.2230], [0.5195, 0.5317, -0.8641], [-0.1297, -0.3970, -0.1387], [-1.0631, -0.1618, -0.3794], [0.1404, -0.1171, 0.0734], [-0.3123, -0.7400, 0.8107], [-0.3699, -1.3288, -1.4165], [-0.3885, 0.1080, 0.0177], [-1.1550, 1.7811, -0.7259], [-0.2391, 1.6083, 1.6964], [-1.3684, 0.8260, -0.4795], [-0.9114, -0.5126, 2.0316], [0.6213, -1.0632, -0.6646], [0.2954, 0.5120, 1.0177], [-0.7678, -0.1227, 0.0246], [0.4038, -0.1546, -0.3873], [-0.2468, -0.8708, 0.2369], [-1.1846, 0.5744, 1.2506], [0.6221, 0.0319, 0.2593], [0.0939, 0.2605, -0.2968], [-0.9040, -0.6329, 0.6836], [-0.1744, -0.2498, 0.6279], [-0.1614, -0.2223, -0.9207], [1.2662, 0.9683, 0.8362], [0.7377, -0.0835, 0.2529], [0.1749, 0.4673, -0.9311], [1.2618, -1.0270, 1.4256], [-0.7520, -0.1933, -0.0515], [-0.7071, -0.7590, -0.8714], [0.0252, -0.1234, -0.7638], [-0.0767, -0.0432, 0.1451], [-0.4315, -0.3737, -1.1062], [0.3186, 0.0613, 0.6894], [0.4991, 0.5762, -0.6240], [-0.3916, -0.2913, -0.3365], [-0.3365, -0.1653, -0.0925], [0.3031, 0.4490, -0.2535], [1.5058, 2.1495, -0.8870], [0.4112, 0.4834, 1.3765], [0.9200, -0.8170, 0.9161], [0.1541, -0.1087, -0.5771], [0.1131, -1.2067, 1.5615], [-0.2601, -0.0099, 0.2792], [1.1988, -1.8950, 0.1732], [-0.3754, 1.0685, -0.4740], [0.5326, -0.5115, -1.5722], [0.9950, -0.3687, -0.2265], [-0.0157, -0.1024, 0.6265], [0.2375, 0.5956, 1.1109], [0.3753, -0.4859, 1.0983], [0.4397, 0.2217, 0.4772], [0.2571, 0.2441, 0.2621], [1.4121, 0.0330, 0.6441], [0.4754, 0.2272, 0.6247], [0.2174, 0.5475, -0.1307], [0.1741, 0.0149, -0.7238], [-0.4301, 1.2742, -0.3463], [0.5289, 0.6022, 1.4774], [-0.0560, -0.1969, 0.0273], [-0.1501, 0.0191, -0.2380], [-0.9593, 0.7218, 1.8287], [-0.6017, 0.5416, -0.3746], [-0.7831, -1.2004, -0.7023], [-0.0609, 0.3259, -0.0168], [-0.2514, -0.9142, -0.0485], [0.4630, -1.1331, 0.0454], [-0.0060, -0.1019, -0.2451], [0.0192, 1.7141, -1.6596], [-0.5198, -2.0971, -0.5442], [0.1679, 0.0082, 0.7251]], "orbital_gap_ha": 0.2560, "total_charge": 1, "e_tot_ha": -7809.3731, "de_lowest_kcal_mol": 0.5}

***

Record 2
{"formula": "C50H47N8O2P2RhSSb", "method": "ωB97M-V/def2-TZVPD", "symbols": ["H", "H", "H", "H", "H", "C", "C", "C", "C", "C", "C", "C", "O", "H", "C", "C", "N", "H", "H", "H", "C", "H", "C", "C", "C", "C", "C", "H", "H", "C", "H", "O", "H", "C", "C", "H", "C", "C", "C", "C", "C", "C", "N", "C", "H", "N", "H", "H", "H", "H", "N", "C", "C", "H", "H", "H", "C", "C", "N", "Rh", "H", "P", "C", "C", "H", "C", "H", "C", "H", "H", "C", "H", "C", "N", "H", "Sb", "H", "H", "H", "H", "C", "C", "C", "C", "N", "H", "C", "H", "S", "C", "C", "C", "H", "H", "C", "C", "H", "C", "C", "P", "H", "C", "H", "H", "H", "C", "N", "H", "H", "C", "H", "H"], "coordinates": [[-3.3325, 1.1630, -2.1890], [-2.7991, -5.4383, 2.4943], [3.1182, 1.8378, 1.5243], [-4.9492, 4.5269, 1.6277], [1.4971, 3.8458, 0.9811], [1.2169, -4.0417, -3.9083], [3.6960, -0.0388, -0.8953], [-1.6552, 2.5383, 1.8890], [3.0882, 3.0952, -1.4464], [3.8177, 3.8240, -2.3639], [-1.9289, -2.1695, 2.4539], [3.2271, 4.3416, -3.5274], [0.8363, -0.1788, -2.6886], [-0.7839, 4.1637, 0.7594], [1.4041, 2.7080, 4.1911], [-3.6282, -3.7157, -1.4621], [2.0126, -0.3913, -2.4576], [-1.0653, 0.1408, 3.7196], [-4.8983, 2.3824, 2.8564], [5.6671, -0.1195, -1.3815], [-2.8178, 2.0456, 2.4818], [1.7728, -4.0804, -4.8354], [2.6371, 4.6393, 2.6071], [3.0277, -2.0388, 2.5356], [-4.0013, 2.7611, 2.3858], [-4.0279, 3.9641, 1.6954], [-0.7950, -4.6995, 2.3011], [3.2509, -1.4444, 6.3468], [-6.2702, -1.6065, 0.4144], [1.3308, -5.0709, -2.9829], [-0.8100, -3.9406, -0.6175], [2.8041, -0.7586, -3.3031], [2.5444, 3.5272, 5.8077], [-2.1694, -4.5605, 2.4366], [-2.7344, -3.2944, 2.5161], [-4.9506, -5.3704, -1.1436], [-0.3762, 2.4120, -1.6500], [1.9986, -1.3657, 3.2038], [-5.7276, -3.5580, -0.2980], [0.3802, -2.9645, -3.6542], [1.1577, 3.4378, -2.8536], [-0.2347, -3.9604, -1.5348], [2.9748, 0.8749, 1.2157], [-1.6838, 3.7530, 1.1997], [-3.8042, -3.1807, 2.6288], [2.3873, -0.1856, -1.1540], [4.9151, -3.0362, 2.7362], [0.3092, -2.1637, -4.3773], [1.2899, -0.6254, 5.0985], [1.9748, -5.9145, -3.1929], [-0.2585, 0.3636, 3.1498], [-5.5250, -2.1968, -0.1021], [4.1255, -2.5006, 3.2463], [0.9253, 1.9628, 4.8122], [-2.4955, 0.0648, -6.9401], [3.5460, 2.7472, -0.5316], [4.2026, -2.2842, 4.6171], [-3.6584, 1.7336, -4.2293], [3.9829, 0.4965, 0.3154], [0.8965, 0.5864, 0.4726], [-6.6307, -4.0267, 0.0694], [0.5452, -0.8671, 2.2693], [0.0162, -3.5770, 2.2358], [-3.1211, 0.9360, -3.2295], [3.1092, 5.3962, 1.9948], [1.1006, 2.7970, 2.8341], [-1.3391, 2.0309, -1.3590], [-2.8710, 4.4573, 1.1030], [-2.4013, -1.1958, 2.4819], [-1.5520, -1.3684, -5.1867], [2.0833, -1.1454, 4.5769], [-2.8224, 1.1070, 3.0205], [-3.4216, 1.4244, -5.5638], [4.7237, -0.3074, -1.6805], [2.9638, -2.2182, 1.4650], [-1.7077, -1.4087, -2.0104], [-3.8480, 2.0408, -6.3438], [-4.2276, -0.5286, -0.4216], [-2.8917, 5.4037, 0.5796], [-0.9115, 3.3637, -3.4272], [-4.3745, -1.5910, -0.5821], [2.9345, 4.5513, 3.9636], [-0.3427, -2.9300, -2.4639], [1.7373, 2.8738, -1.7157], [0.7438, 2.2110, -0.9839], [-4.2843, 2.5784, -3.9717], [-3.4257, -2.3545, -1.2600], [1.4202, 4.5956, -4.6659], [-1.2616, -0.1657, -0.0531], [-2.6621, 0.3130, -5.9007], [0.6101, -5.0291, -1.7967], [1.8841, 4.1696, -3.7867], [3.6434, 5.2386, 4.4054], [3.8343, 4.9066, -4.2207], [1.7221, 3.7673, 2.0395], [3.1870, -1.6071, 5.2794], [4.9411, 0.6171, 0.6064], [-2.3481, -0.1699, -3.5742], [-2.1241, -0.4938, -4.9066], [-0.1048, 1.6807, 2.1006], [5.0578, -2.6474, 5.1711], [-0.5477, -2.3032, 2.3126], [4.5548, -0.7012, -2.5943], [4.8650, 4.0225, -2.1793], [3.0435, 0.2611, 2.0303], [-4.7840, -4.3145, -0.9776], [-0.1887, 3.1244, -2.7664], [-2.9083, -4.3152, -2.0058], [-0.3511, -5.6856, 2.2617], [2.3194, 3.5896, 4.7516], [0.6906, -5.8397, -1.0840], [1.0874, -3.7079, 2.1581]], "forces_ev_per_angstrom": [[-0.0030, 0.0124, 0.0010], [0.0009, -0.0007, 0.0032], [0.0174, 0.0299, -0.0975], [-0.0012, 0.0018, 0.0029], [-0.0034, -0.0140, 0.0147], [-0.0169, 0.0047, -0.0009], [-0.0358, 0.2609, -0.0070], [-0.0838, -0.1164, 0.1788], [-0.0006, -0.0131, -0.0167], [0.0008, -0.0030, 0.0107], [-0.1235, 0.0180, -0.0896], [-0.0047, 0.0043, -0.0100], [-0.0160, 0.0627, 0.0096], [0.0025, -0.0048, 0.0042], [0.0073, 0.0224, -0.0010], [-0.0061, -0.0085, -0.0625], [-0.2501, -0.0495, -0.2165], [0.1096, 0.1961, 0.2462], [-0.0011, 0.0049, 0.0069], [0.0041, 0.0363, -0.0377], [-0.0411, -0.0383, -0.0766], [-0.0019, 0.0047, 0.0005], [0.0068, 0.0126, 0.0004], [0.0267, 0.0224, 0.0058], [0.0182, 0.0003, -0.0311], [0.0057, -0.0043, -0.0018], [-0.0048, -0.0296, -0.0563], [0.0039, -0.0010, 0.0002], [-0.0053, 0.0008, -0.0010], [-0.0101, 0.0000, 0.0044], [-0.0204, -0.0129, 0.0860], [0.0328, -0.0479, 0.0186], [0.0079, 0.0045, -0.0010], [0.0149, 0.0145, 0.0006], [0.0176, -0.0073, 0.0155], [0.0005, 0.0013, 0.0017], [0.0482, 0.0051, -0.1130], [0.0478, 0.1014, -0.0684], [0.0053, 0.0015, -0.0044], [-0.0076, 0.0165, -0.0045], [0.0263, -0.0188, 0.0232], [0.0371, 0.0016, 0.0589], [-0.2439, 0.1699, -0.0233], [0.0539, 0.0042, 0.0346], [-0.0026, -0.0031, -0.0093], [-0.0227, -0.1088, 0.4155], [0.0010, -0.0037, 0.0040], [0.0371, 0.0074, 0.0179], [-0.0006, -0.0024, 0.0021], [0.0035, 0.0037, 0.0039], [-0.1126, -0.2803, -0.4819], [0.0030, -0.0137, -0.0024], [0.0086, 0.0011, -0.0105], [-0.0059, -0.0060, -0.0013], [-0.0010, -0.0034, -0.0003], [0.0197, 0.0161, -0.0398], [0.0017, 0.0022, -0.0066], [-0.0103, 0.0045, -0.0013], [0.0062, -0.1949, 0.0148], [0.4988, -0.3419, -0.8082], [-0.0019, 0.0000, -0.0005], [-0.2940, -0.1287, -0.0677], [0.0254, -0.0490, 0.0753], [-0.0161, 0.0097, 0.0305], [0.0065, 0.0020, 0.0032], [-0.1232, 0.0613, -0.0133], [0.0086, 0.0095, 0.0249], [-0.0163, 0.0146, -0.0340], [0.0561, 0.0175, 0.0100], [-0.0133, 0.0078, -0.0030], [0.0281, -0.0240, 0.0124], [0.0146, -0.0072, 0.0024], [0.0094, -0.0194, -0.0060], [0.0122, -0.0736, 0.0653], [-0.0194, 0.0035, 0.0084], [0.0207, -0.3351, 0.1036], [-0.0023, 0.0004, -0.0006], [0.0064, 0.0026, -0.0060], [-0.0014, 0.0015, 0.0021], [-0.0118, -0.0173, -0.0032], [0.0130, 0.0140, 0.0466], [-0.0078, -0.0132, 0.0010], [-0.0484, 0.0461, -0.0886], [0.0088, 0.0870, 0.1078], [0.0149, 0.0016, 0.1558], [0.0135, 0.0012, 0.0096], [0.0434, 0.0125, -0.0057], [-0.0035, -0.0008, 0.0018], [-0.1991, 0.3045, 0.0405], [-0.0055, 0.0186, -0.0084], [0.0028, -0.0173, -0.0039], [0.0030, 0.0102, -0.0007], [-0.0022, 0.0014, 0.0029], [-0.0003, 0.0007, 0.0003], [0.0167, 0.0203, -0.0324], [-0.0092, 0.0111, 0.0026], [-0.0059, -0.0863, 0.0465], [0.1392, 0.0430, 0.0818], [0.0522, -0.0058, -0.0224], [0.1354, 0.1643, 0.4667], [-0.0016, -0.0005, 0.0042], [0.1490, 0.0291, -0.0075], [-0.0285, 0.0013, -0.0104], [-0.0001, -0.0045, 0.0053], [0.0066, 0.1058, 0.0909], [-0.0056, 0.0062, 0.0099], [-0.0024, 0.0242, 0.0022], [-0.0007, 0.0059, 0.0056], [0.0051, 0.0112, -0.0046], [0.0020, -0.0049, -0.0014], [-0.0009, 0.0128, 0.0025], [-0.0109, 0.0020, -0.0067]], "orbital_gap_ha": 0.2878, "total_charge": 3, "e_tot_ha": -3952.9475, "de_lowest_kcal_mol": 0.0}